{
  "formula": "C54H99Cl2N8O3S4",
  "method": "ωB97M-V/def2-TZVPD",
  "energy_ha": -5293.006848,
  "charge": 1,
  "homo_lumo_gap_ev": 6.31,
  "lumo_energy_ev": -4.10,
  "e_homo_ev": -10.41,
  "multiplicity": 1,
  "species": ["C", "C", "C", "C", "C", "C", "C", "C", "N", "C", "C", "C", "C", "C", "C", "C", "C", "C", "S", "S", "C", "C", "C", "S", "C", "C", "C", "C", "S", "O", "O", "Cl", "C", "C", "O", "Cl", "H", "H", "H", "H", "H", "H", "H", "H", "H", "H", "H", "H", "H", "H", "H", "H", "H", "H", "H", "H", "H", "H", "H", "H", "H", "H", "H", "H", "H", "H", "H", "H", "H", "H", "H", "H", "H", "H", "H", "H", "H", "H", "H", "H", "H", "H", "H", "H", "H", "H", "C", "C", "C", "C", "N", "H", "H", "H", "H", "H", "H", "H", "C", "C", "C", "C", "N", "H", "H", "H", "H", "H", "H", "H", "C", "C", "C", "C", "N", "H", "H", "H", "H", "H", "H", "H", "C", "C", "C", "C", "N", "H", "H", "H", "H", "H", "H", "H", "C", "C", "C", "C", "N", "H", "H", "H", "H", "H", "H", "H", "C", "C", "C", "C", "N", "H", "H", "H", "H", "H", "H", "H", "C", "C", "C", "C", "N", "H", "H", "H", "H", "H", "H", "H"],
  "xyz": [[1.058, 3.370, 4.497], [1.401, 3.822, 2.956], [2.238, 2.661, 2.097], [1.970, 2.964, 0.498], [2.907, 2.052, -0.518], [2.200, 0.600, -0.914], [0.855, 0.788, -1.880], [0.317, -0.772, -2.157], [-1.060, -1.041, -1.602], [-1.150, -0.937, -0.108], [-1.418, -2.323, 0.712], [-0.098, -3.348, 0.757], [1.105, -2.596, 1.577], [2.195, -3.588, 2.291], [1.561, -4.900, 3.042], [0.411, -4.572, 4.164], [1.084, -4.521, 5.670], [-1.720, -2.262, -2.186], [-0.800, -3.510, -2.965], [-3.604, -2.579, -2.196], [-4.486, -1.396, -1.045], [-6.021, -1.926, -0.645], [-6.210, -1.666, 0.977], [-6.970, 0.007, 1.397], [-6.010, 1.435, 0.652], [-5.087, 2.279, 1.719], [-3.644, 1.521, 1.933], [-2.880, 1.947, 3.344], [-1.886, 0.464, 4.006], [-0.655, 0.302, 3.046], [-2.829, -0.780, 3.992], [-1.097, 0.876, 5.918], [-6.863, 0.078, 3.304], [-8.128, 0.955, 3.931], [-8.668, 1.877, 3.112], [-8.710, 0.565, 5.655], [-0.121, 3.215, 4.600], [1.311, 4.239, 5.272], [1.629, 2.413, 4.856], [2.037, 4.829, 3.011], [0.371, 4.037, 2.423], [3.384, 2.831, 2.374], [1.929, 1.559, 2.427], [2.319, 4.091, 0.322], [0.816, 2.891, 0.209], [3.313, 2.636, -1.447], [3.867, 1.755, 0.126], [1.901, 0.112, 0.131], [2.929, -0.127, -1.490], [1.174, 1.324, -2.876], [0.003, 1.414, -1.328], [1.111, -1.558, -1.758], [0.241, -0.843, -3.346], [-2.042, -0.181, 0.131], [-0.195, -0.429, 0.396], [-1.566, -2.005, 1.855], [-2.417, -2.889, 0.431], [-0.494, -4.337, 1.243], [0.315, -3.611, -0.305], [1.713, -1.964, 0.767], [0.742, -1.807, 2.375], [3.086, -3.887, 1.556], [2.722, -2.942, 3.145], [1.052, -5.564, 2.208], [2.429, -5.572, 3.505], [-0.402, -5.441, 4.067], [-0.101, -3.545, 3.916], [1.044, -3.395, 6.048], [2.200, -4.881, 5.570], [0.457, -5.210, 6.412], [-4.664, -0.390, -1.646], [-3.936, -1.248, -0.022], [-6.097, -3.104, -0.821], [-6.843, -1.413, -1.308], [-5.227, -1.908, 1.605], [-7.006, -2.478, 1.339], [-6.824, 2.206, 0.244], [-5.336, 1.160, -0.264], [-5.639, 2.535, 2.719], [-4.834, 3.316, 1.184], [-2.924, 1.848, 1.046], [-3.847, 0.365, 1.843], [-3.728, 2.258, 4.097], [-2.109, 2.807, 3.117], [-5.816, 0.438, 3.687], [-7.016, -1.024, 3.718], [5.075, 3.714, -5.479], [3.776, 3.022, -5.872], [2.975, 2.520, -4.673], [3.676, 1.456, -3.938], [4.233, 0.622, -3.355], [5.759, 3.026, -4.973], [5.585, 4.093, -6.372], [4.883, 4.561, -4.813], [4.002, 2.192, -6.553], [3.159, 3.735, -6.432], [2.013, 2.131, -5.028], [2.750, 3.354, -3.997], [-1.879, 5.597, -4.000], [-1.965, 4.241, -3.310], [-1.271, 4.214, -1.949], [0.183, 4.408, -2.058], [1.329, 4.568, -2.146], [-0.843, 5.868, -4.226], [-2.429, 5.573, -4.947], [-2.313, 6.384, -3.375], [-1.539, 3.474, -3.969], [-3.023, 3.990, -3.169], [-1.464, 3.244, -1.474], [-1.701, 4.980, -1.294], [-7.898, -0.005, -3.844], [-8.367, 1.397, -3.476], [-7.733, 2.489, -4.336], [-6.280, 2.590, -4.130], [-5.133, 2.664, -3.971], [-6.823, -0.126, -3.675], [-8.416, -0.748, -3.229], [-8.110, -0.227, -4.895], [-8.157, 1.580, -2.415], [-9.456, 1.442, -3.599], [-8.195, 3.451, -4.082], [-7.947, 2.303, -5.395], [5.819, -2.496, -7.511], [6.057, -1.674, -6.251], [5.146, -0.452, -6.149], [5.412, 0.533, -7.209], [5.619, 1.306, -8.050], [6.047, -1.921, -8.414], [6.464, -3.381, -7.510], [4.779, -2.833, -7.570], [7.109, -1.368, -6.213], [5.879, -2.316, -5.379], [5.304, 0.026, -5.174], [4.096, -0.762, -6.185], [2.405, 0.662, 9.731], [2.375, -0.236, 8.501], [3.650, -0.152, 7.663], [3.838, 1.179, 7.064], [3.989, 2.231, 6.598], [2.471, 1.719, 9.454], [1.490, 0.528, 10.316], [3.257, 0.420, 10.373], [1.501, 0.020, 7.889], [2.241, -1.273, 8.831], [3.594, -0.897, 6.860], [4.520, -0.410, 8.277], [-4.125, -5.420, 5.500], [-4.211, -6.775, 6.190], [-3.518, -6.803, 7.551], [-2.063, -6.608, 7.442], [-0.917, -6.448, 7.354], [-3.089, -5.149, 5.275], [-4.675, -5.444, 4.553], [-4.559, -4.633, 6.125], [-3.785, -7.542, 5.531], [-5.269, -7.027, 6.331], [-3.710, -7.772, 8.026], [-3.947, -6.036, 8.206], [10.927, 0.700, -8.056], [9.453, 1.024, -7.847], [9.130, 1.464, -6.421], [9.347, 0.388, -5.441], [9.525, -0.459, -4.668], [11.243, -0.147, -7.440], [11.110, 0.436, -9.103], [11.557, 1.561, -7.809], [8.850, 0.149, -8.121], [9.175, 1.832, -8.535], [8.079, 1.776, -6.377], [9.733, 2.339, -6.153]],
  "forces_ev_per_angstrom": [[-0.55, 0.70, 0.51], [0.18, -0.36, 0.43], [-0.26, 0.84, 0.11], [1.01, 0.53, -0.26], [0.53, -1.10, 1.02], [-0.40, 1.02, 0.15], [0.37, -1.01, 1.33], [0.82, 0.67, -1.68], [-0.45, -2.44, -0.69], [-1.04, 0.62, 1.98], [0.51, -0.08, 1.17], [-0.55, 0.70, 0.10], [0.85, 0.11, -0.54], [0.74, 0.35, 1.07], [-0.26, -0.46, -1.01], [0.48, -0.40, -0.20], [-0.67, 0.23, -0.29], [2.08, -0.14, -0.06], [-2.36, 2.61, 1.28], [1.57, 0.80, 0.97], [-1.38, 1.31, 0.22], [1.05, -0.39, 0.07], [0.15, -2.41, 0.04], [0.21, -0.38, 0.52], [0.81, 2.81, -0.17], [0.93, 0.56, -0.58], [0.27, -0.12, -0.46], [-1.05, 0.79, -0.57], [1.52, -4.30, -4.59], [-4.56, 1.07, 3.85], [2.81, 4.65, 0.83], [-1.07, -0.24, -1.39], [-0.35, -0.83, 1.97], [-1.96, 4.47, -5.13], [3.43, -6.19, 5.96], [1.09, 0.64, -2.94], [2.57, 0.11, -0.17], [-0.44, -1.91, -1.74], [-1.13, 1.81, -0.83], [-1.44, -2.25, -0.42], [2.11, -0.29, 0.86], [-2.44, -0.56, -0.81], [0.52, 2.42, -0.73], [-1.01, -2.39, 0.38], [2.44, 0.09, 0.78], [-1.13, -1.06, 1.75], [-1.93, 0.70, -1.45], [0.47, 0.88, -2.30], [-1.38, 1.65, 1.33], [-0.80, -1.15, 1.98], [1.89, -1.30, -1.25], [-1.63, 1.64, -0.87], [0.15, -0.27, 2.73], [1.78, -1.53, -0.32], [-1.97, -1.16, -1.57], [0.27, -0.53, -2.43], [2.11, 1.13, 0.14], [0.99, 1.91, -0.72], [-1.01, 0.50, 1.91], [-1.29, -1.29, 1.79], [0.33, -1.72, -1.60], [-2.18, 0.46, 1.48], [-1.04, -1.28, -1.83], [1.11, 1.24, 1.60], [-1.88, 1.58, -0.93], [1.69, 1.96, 0.43], [0.87, -2.00, 0.41], [0.27, -2.41, -0.63], [-2.26, 0.76, 0.48], [1.76, 1.70, -1.68], [0.76, -1.83, 1.49], [-0.71, -0.14, -2.23], [0.12, 2.60, 0.55], [1.56, -0.93, 1.46], [-1.99, 0.88, -1.49], [1.38, 2.15, -0.53], [1.46, -2.06, 1.01], [-1.42, -0.14, 1.84], [0.92, -0.61, -1.95], [-0.85, -2.22, 1.19], [-1.59, -0.93, 1.85], [0.73, 2.18, 0.45], [2.05, -0.62, -1.09], [-1.50, -1.79, 0.80], [-2.04, -0.53, -0.79], [0.43, 2.16, -1.20], [0.10, 0.03, -0.08], [0.25, 0.11, -0.33], [-0.18, 0.05, -0.15], [0.39, -0.62, 0.81], [-0.73, 1.11, -0.74], [-0.05, 0.05, 0.01], [-0.06, -0.08, 0.14], [0.04, -0.09, -0.03], [-0.27, 0.38, 0.23], [-0.04, -0.19, 0.13], [0.12, -0.09, 0.18], [0.08, -0.21, 0.12], [0.06, 0.04, -0.12], [-0.29, 0.12, -0.36], [-0.06, -0.22, 0.02], [1.20, 0.27, 0.04], [-1.56, -0.20, -0.09], [-0.10, 0.01, 0.06], [0.08, 0.04, 0.15], [0.06, -0.04, -0.07], [-0.06, 0.02, 0.21], [0.26, -0.10, 0.03], [0.21, 0.09, 0.01], [0.23, 0.01, -0.08], [0.03, -0.11, 0.08], [-0.18, -0.41, 0.09], [-0.20, 0.24, 0.12], [1.16, 0.11, -0.02], [-1.50, -0.16, -0.02], [-0.03, 0.03, -0.11], [0.02, 0.04, -0.14], [0.06, -0.02, 0.15], [-0.04, 0.13, -0.11], [0.20, 0.14, 0.03], [0.24, -0.07, -0.11], [0.19, 0.03, 0.14], [0.09, -0.08, -0.09], [0.22, -0.42, -0.19], [0.31, 0.04, 0.24], [0.21, 0.47, -0.93], [-0.08, -0.97, 0.98], [-0.07, -0.04, 0.07], [-0.12, 0.11, -0.04], [0.09, 0.02, -0.03], [-0.19, 0.03, 0.12], [0.02, 0.28, -0.04], [-0.03, -0.05, -0.42], [0.10, 0.16, -0.10], [-0.10, 0.11, 0.07], [-0.27, -0.01, 0.37], [-0.11, -0.24, -0.20], [0.33, 1.07, -0.46], [-0.30, -1.36, 0.59], [0.05, -0.11, 0.03], [0.16, 0.04, -0.03], [-0.10, 0.05, -0.06], [0.17, -0.08, -0.04], [0.07, 0.11, -0.20], [0.13, 0.22, 0.02], [-0.07, 0.18, -0.13], [0.06, 0.07, -0.13], [-0.22, 0.08, -0.40], [-0.11, -0.30, 0.04], [1.20, 0.25, 0.06], [-1.78, -0.42, 0.22], [-0.09, 0.01, 0.06], [0.07, 0.03, 0.10], [0.06, -0.04, -0.04], [-0.05, 0.06, 0.20], [0.21, -0.07, 0.09], [0.20, 0.18, 0.01], [0.22, -0.05, -0.07], [0.08, -0.11, -0.05], [0.20, -0.09, -0.41], [-0.29, 0.07, -0.10], [0.25, -0.72, 0.90], [-0.27, 1.03, -1.04], [-0.02, 0.11, -0.03], [0.02, 0.05, 0.16], [-0.03, -0.10, -0.02], [-0.03, 0.19, 0.10], [-0.11, -0.12, 0.21], [0.13, -0.09, 0.13], [-0.02, -0.21, 0.10]]
}